(1)
Entry from the Open Molecules 2025 dataset: a structure of composition C32H87FeN4O14 (ωB97M-V with the def2-TZVPD basis set).

Last column: Löwdin spin population.
Positions of all 138 atoms, in Å:
Fe 0.523 -1.030 5.956  3.71
C -3.397 -2.133 5.256  0.00
C -2.689 -1.897 6.640  0.01
C -3.173 -3.026 7.616  0.01
O -1.234 -1.919 6.588  0.19
H -4.457 -2.368 5.346  0.00
H -2.865 -3.038 4.959  0.00
H -3.356 -1.269 4.593  0.00
H -2.972 -0.989 7.174  0.00
H -4.246 -3.025 7.808  0.00
H -2.714 -2.827 8.585  0.00
H -2.904 -4.065 7.424  0.00
C -3.954 -4.867 0.155  0.00
O -3.122 -5.406 1.156  0.00
C -3.648 -5.131 2.436  0.00
C -2.690 -5.715 3.493  0.00
N -2.622 -7.181 3.454  0.00
C -1.382 -7.775 3.989  0.00
C -1.343 -9.355 3.982  0.00
O -2.280 -10.071 4.655  0.00
C -2.580 -11.416 4.319  0.00
H -3.531 -4.867 -0.849  0.00
H -4.279 -3.833 0.269  0.00
H -4.772 -5.567 -0.015  0.00
H -4.711 -5.348 2.542  0.00
H -3.666 -4.054 2.602  0.00
H -3.025 -5.387 4.477  0.00
H -1.752 -5.162 3.515  0.00
H -3.336 -7.572 4.052  0.00
H -1.314 -7.580 5.060  0.00
H -0.557 -7.240 3.518  0.00
H -0.398 -9.721 4.384  0.00
H -1.359 -9.681 2.943  0.00
H -3.253 -11.845 5.062  0.00
H -1.639 -11.965 4.374  0.00
H -3.081 -11.418 3.351  0.00
C -2.658 -1.363 1.685  0.00
O -3.170 -0.231 0.938  0.00
C -2.323 0.918 1.129  0.00
C -2.761 1.961 0.051  0.00
N -2.244 3.335 0.238  0.00
C -3.003 4.317 -0.535  0.00
C -2.279 5.689 -0.405  0.00
O -2.963 6.740 -1.029  0.00
C -2.347 7.974 -1.012  0.00
H -1.612 -1.563 1.453  0.00
H -3.292 -2.235 1.529  0.00
H -2.666 -1.078 2.738  0.00
H -1.302 0.609 0.905  0.00
H -2.445 1.398 2.100  0.00
H -3.836 1.965 -0.130  0.00
H -2.338 1.493 -0.838  0.00
H -2.127 3.464 1.233  0.00
H -4.034 4.354 -0.182  0.00
H -2.970 4.089 -1.601  0.00
H -1.347 5.549 -0.953  0.00
H -2.080 5.999 0.621  0.00
H -1.266 8.108 -0.997  0.00
H -2.607 8.547 -0.122  0.00
H -2.671 8.497 -1.912  0.00
C -9.043 -3.678 12.902  0.00
O -8.840 -2.975 11.731  0.00
C -9.751 -1.921 11.485  0.00
C -9.632 -1.375 10.010  0.00
N -8.208 -1.072 9.601  0.00
C -7.798 0.168 10.268  0.00
C -6.469 0.693 9.741  0.00
O -5.308 -0.046 10.182  0.00
C -4.043 0.514 9.804  0.00
H -9.742 -4.500 12.746  0.00
H -9.499 -3.178 13.756  0.00
H -8.053 -4.040 13.178  0.00
H -9.431 -1.144 12.181  0.00
H -10.762 -2.290 11.653  0.00
H -10.203 -0.453 9.902  0.00
H -9.996 -2.066 9.249  0.00
H -7.582 -1.758 9.997  0.00
H -7.562 -0.038 11.312  0.00
H -8.556 0.950 10.302  0.00
H -6.365 1.707 10.128  0.00
H -6.454 0.773 8.654  0.00
H -3.257 -0.118 10.217  0.00
H -4.040 1.553 10.133  0.00
H -3.867 0.526 8.728  0.00
C 2.502 2.370 1.309  0.00
O 2.342 1.458 2.400  0.00
C 2.807 2.006 3.612  0.00
C 2.382 1.067 4.749  0.01
N 0.992 0.609 4.538  0.02
C -0.052 1.613 4.710  0.00
C -0.278 1.928 6.322  0.00
O -0.383 0.729 7.098  0.03
C -0.618 0.897 8.470  0.00
H 3.516 2.770 1.321  0.00
H 1.702 3.082 1.508  0.00
H 2.181 1.936 0.362  0.00
H 2.520 3.056 3.659  0.00
H 3.893 2.091 3.631  0.00
H 2.459 1.771 5.577  0.00
H 3.058 0.251 5.003  0.00
H 1.213 0.342 3.590  0.00
H -0.940 1.091 4.354  0.00
H 0.060 2.567 4.195  0.00
H -1.063 2.649 6.547  0.00
H 0.540 2.550 6.687  0.00
H -0.714 -0.110 8.875  0.00
H -1.569 1.334 8.772  0.00
H 0.203 1.399 8.982  0.00
C -6.272 -4.694 5.847  0.00
O -7.440 -5.462 5.797  0.00
H -5.707 -4.769 6.776  0.00
H -5.602 -4.988 5.040  0.00
H -6.474 -3.664 5.551  0.00
H -7.844 -5.180 4.973  0.00
C -3.897 -2.572 11.898  0.00
O -5.157 -1.872 12.175  0.00
H -3.070 -2.046 11.422  0.00
H -3.565 -2.545 12.936  0.00
H -3.912 -3.612 11.574  0.00
H -5.177 -1.060 11.663  0.00
C -3.669 -6.034 9.572  0.00
O -2.630 -6.685 10.349  0.00
H -4.174 -5.296 10.195  0.00
H -3.182 -5.607 8.695  0.00
H -4.317 -6.866 9.296  0.00
H -2.268 -6.064 10.986  0.00
C -0.508 -4.163 11.210  0.00
O -1.275 -4.778 12.205  0.00
H 0.016 -4.859 10.554  0.00
H -1.168 -3.661 10.502  0.00
H 0.199 -3.390 11.510  0.00
H -0.832 -4.803 13.056  0.00
C -0.290 -5.601 6.952  0.00
O 0.172 -4.355 7.498  0.00
H -0.832 -5.547 6.008  0.00
H 0.572 -6.247 6.781  0.00
H -1.006 -6.087 7.615  0.00
H -0.585 -3.774 7.393  0.00

Computed properties:
electronic energy: -3806.80609 hartree
HOMO (alpha / beta): -10.21 / -10.21 eV
2S+1: 5
charge: +1
maximum force: 4.08 eV/A


(2)
Entry from the Open Molecules 2025 dataset: a structure of composition C32H88N8O8 (ωB97M-V with the def2-TZVPD basis set).

Last column: Mulliken charge in e.
Positions of all 136 atoms, in Å:
C 0.823 -2.540 -4.842  -1.51
C 0.216 -1.320 -4.120  -0.22
C -1.282 -1.363 -3.587  1.13
O -2.232 -1.618 -4.718  -0.51
C -3.397 -0.777 -4.711  -0.71
N 1.161 -0.946 -3.069  -0.69
H 0.180 -2.814 -5.678  0.45
H 0.864 -3.403 -4.177  0.21
H 1.760 -2.334 -5.359  0.38
H 0.317 -0.462 -4.785  0.55
H -1.519 -0.426 -3.083  -0.28
H -1.415 -2.159 -2.854  -1.39
H -3.167 0.289 -4.706  0.25
H -3.976 -1.039 -3.827  0.22
H -3.963 -0.960 -5.625  0.29
H 1.114 -1.494 -2.221  0.12
H 2.128 -1.197 -3.214  0.78
C -3.158 -4.701 1.874  -1.34
C -3.792 -4.375 0.582  0.39
C -4.179 -2.914 0.473  -0.78
O -3.049 -1.985 0.680  -0.31
C -3.278 -0.618 0.552  -0.78
N -2.824 -4.588 -0.479  -0.49
H -2.798 -5.720 2.013  0.38
H -3.897 -4.519 2.655  0.40
H -2.318 -4.052 2.124  0.09
H -4.689 -4.973 0.425  0.45
H -4.873 -2.702 1.287  0.41
H -4.670 -2.784 -0.491  0.28
H -2.358 -0.125 0.866  0.15
H -4.039 -0.298 1.264  0.16
H -3.522 -0.409 -0.490  0.43
H -3.226 -4.860 -1.364  0.30
H -2.367 -3.689 -0.526  -0.09
C -0.860 -3.172 -1.653  -2.24
C 0.260 -2.700 -0.661  0.60
C 1.543 -3.537 -0.793  -0.48
O 1.332 -4.921 -0.442  -0.51
C 2.511 -5.758 -0.436  -0.80
N 0.531 -1.313 -0.874  -0.13
H -1.314 -4.129 -1.397  1.84
H -0.657 -3.240 -2.721  -0.11
H -1.631 -2.416 -1.506  0.33
H -0.164 -2.848 0.332  0.72
H 2.448 -3.145 -0.328  -0.07
H 1.820 -3.712 -1.832  0.16
H 2.892 -5.777 -1.457  0.30
H 2.284 -6.793 -0.183  0.26
H 3.244 -5.334 0.251  0.26
H -0.189 -0.758 -0.434  0.59
H 1.357 -1.200 -0.305  0.54
C 1.944 -2.330 2.709  -1.54
C 1.982 -0.882 2.605  -0.12
C 3.237 -0.257 3.148  -0.50
O 4.252 -0.835 2.428  -0.41
C 5.580 -0.190 2.530  -1.46
N 1.807 -0.689 1.185  1.10
H 2.337 -2.553 3.701  0.68
H 2.589 -2.823 1.982  0.15
H 0.937 -2.748 2.736  0.17
H 1.178 -0.355 3.118  0.62
H 3.271 -0.191 4.235  0.65
H 3.268 0.782 2.819  0.06
H 5.556 0.843 2.184  0.40
H 6.420 -0.565 1.946  0.48
H 5.902 -0.059 3.563  0.42
H 2.736 -1.024 0.972  -0.45
H 1.805 0.299 0.977  -0.52
C -0.909 0.326 -1.722  -0.77
C -0.408 1.103 -0.465  1.06
C -1.493 1.797 0.421  -0.52
O -1.808 3.043 -0.255  -0.44
C -3.179 3.147 -0.477  -0.60
N 0.470 0.264 0.379  -0.14
H -0.119 -0.270 -2.178  0.13
H -1.397 0.939 -2.480  0.69
H -1.577 -0.489 -1.440  0.15
H 0.335 1.759 -0.918  0.88
H -1.153 2.036 1.429  0.46
H -2.387 1.186 0.544  -0.14
H -3.224 4.086 -1.029  0.37
H -3.691 3.349 0.464  0.02
H -3.598 2.356 -1.099  0.29
H 0.966 0.827 1.055  -0.27
H 1.180 -0.072 -0.257  -1.16
C 5.415 -1.284 -0.191  -0.14
C 5.348 -0.061 -1.162  -0.05
C 4.352 1.024 -0.790  -0.84
O 2.909 0.757 -0.836  0.02
C 2.352 -0.125 -1.827  -0.45
N 6.752 0.377 -1.227  -0.77
H 6.272 -1.954 -0.266  0.59
H 4.561 -1.949 -0.317  -0.21
H 5.292 -0.943 0.838  -0.47
H 5.123 -0.452 -2.153  0.83
H 4.459 1.900 -1.430  0.62
H 4.583 1.274 0.245  0.03
H 2.287 0.335 -2.813  0.91
H 1.342 -0.401 -1.526  -0.91
H 3.004 -0.995 -1.907  0.09
H 6.690 1.037 -1.989  0.35
H 7.276 -0.277 -1.791  0.32
C -7.197 5.612 2.320  -1.31
C -6.528 4.371 3.075  0.33
C -5.511 3.525 2.303  -0.63
O -6.094 2.777 1.227  -0.38
C -5.522 1.522 0.831  -0.52
N -5.896 5.097 4.202  -0.74
H -7.794 6.161 3.049  0.39
H -7.895 5.249 1.566  0.33
H -6.502 6.350 1.920  0.35
H -7.222 3.613 3.439  0.35
H -5.044 2.835 3.005  0.29
H -4.772 4.260 1.984  0.14
H -5.322 0.865 1.678  0.39
H -4.642 1.668 0.205  0.00
H -6.274 1.074 0.182  0.32
H -6.564 5.686 4.679  0.26
H -5.765 4.443 4.959  0.24
C 1.409 2.947 1.571  -1.81
C 2.674 2.571 0.921  1.16
C 3.338 3.808 0.276  -1.57
O 3.725 4.664 1.382  -0.36
C 3.688 5.995 0.937  -0.79
N 3.523 1.707 1.655  -0.22
H 1.500 3.703 2.350  0.36
H 1.045 2.083 2.128  0.77
H 0.681 3.363 0.875  0.33
H 2.404 1.988 0.040  0.04
H 2.530 4.285 -0.278  0.70
H 4.035 3.455 -0.484  0.48
H 4.316 6.068 0.049  0.30
H 3.949 6.703 1.723  0.28
H 2.661 6.232 0.660  0.30
H 3.926 2.238 2.414  0.55
H 4.335 1.639 1.058  0.04

Computed properties:
electronic energy: -2310.72839 hartree
HOMO: -7.32 eV
maximum force: 10.69 eV/A


(3)
Entry from the Open Molecules 2025 dataset: a cluster of 11 separate species, C32H89N3O11 in total (ωB97M-V with the def2-TZVPD basis set).

Last column: Mulliken charge in e.
Positions of all 135 atoms, in Å:
C 10.436 18.659 13.368  -1.50
C 11.699 18.062 12.751  1.06
C 11.513 17.280 11.450  -1.23
O 12.519 19.252 12.553  -0.55
H 9.948 19.203 12.640  0.47
H 10.697 19.294 14.208  0.36
H 9.781 17.883 13.820  0.30
H 12.223 17.446 13.489  -0.24
H 12.475 17.140 10.942  0.21
H 10.948 17.773 10.698  0.48
H 11.141 16.316 11.719  0.27
H 12.122 19.661 11.790  0.33
C 11.581 7.669 13.992  -1.41
C 12.457 8.951 14.043  0.97
C 13.324 9.187 12.787  -1.46
O 11.663 10.072 14.281  0.54
H 11.241 7.364 14.955  0.32
H 12.188 6.837 13.591  0.42
H 10.669 7.795 13.390  0.23
H 13.176 8.772 14.843  0.22
H 13.855 10.126 12.830  0.20
H 12.626 9.149 11.943  0.28
H 14.129 8.461 12.635  0.43
H 12.216 10.873 14.350  -0.36
C 11.660 16.144 16.779  -1.20
C 10.752 14.971 17.107  0.64
C 9.265 15.123 16.660  -1.18
O 11.313 13.762 16.659  -0.20
H 11.666 16.235 15.692  0.00
H 12.668 16.054 17.201  0.32
H 11.219 17.045 17.184  0.50
H 10.671 14.850 18.259  0.27
H 8.494 14.515 17.194  0.27
H 9.157 14.894 15.614  0.11
H 9.059 16.206 16.771  0.43
H 11.049 13.083 17.256  -0.03
C 8.636 10.071 8.957  -1.53
C 8.655 10.622 10.354  1.08
C 8.185 12.122 10.477  -0.76
O 7.745 9.927 11.220  -0.66
H 7.654 10.246 8.573  0.39
H 8.916 9.027 8.957  0.38
H 9.355 10.612 8.390  0.33
H 9.642 10.557 10.702  -0.22
H 7.341 12.187 9.771  0.38
H 8.971 12.842 10.215  0.13
H 7.863 12.335 11.501  -0.01
H 8.000 10.098 12.107  0.37
C 18.417 17.430 11.035  -1.47
C 16.954 17.908 11.113  0.14
C 16.096 16.768 11.571  0.45
O 15.968 15.779 10.523  -0.49
C 15.039 14.830 10.888  -0.22
N 16.815 18.952 12.067  -0.44
H 18.876 17.453 12.003  0.35
H 19.010 18.074 10.408  0.42
H 18.431 16.424 10.542  0.29
H 16.612 18.221 10.122  0.44
H 15.054 17.101 11.728  -0.28
H 16.403 16.254 12.481  0.01
H 15.250 13.985 10.250  0.43
H 14.050 15.141 10.649  0.00
H 15.192 14.437 11.870  0.02
H 17.553 19.645 11.944  0.23
H 15.951 19.460 12.069  0.15
C 17.906 17.395 16.125  -1.61
C 16.754 17.380 15.140  0.94
C 16.115 15.950 15.178  -0.20
O 17.074 14.985 14.863  -0.38
C 16.548 13.713 14.939  -0.62
N 15.706 18.361 15.419  -0.59
H 18.794 16.850 15.719  0.27
H 17.644 16.987 17.074  0.34
H 18.297 18.406 16.344  0.43
H 17.114 17.602 14.143  -0.35
H 15.350 15.824 14.389  -0.02
H 15.720 15.814 16.255  0.55
H 15.569 13.621 14.507  0.05
H 16.359 13.383 15.952  0.36
H 17.237 13.086 14.428  0.33
H 15.115 18.034 16.193  0.26
H 15.219 18.626 14.581  0.23
C 12.548 10.539 17.967  -1.63
C 11.092 10.649 17.527  2.25
C 10.456 9.314 17.689  -0.93
O 9.115 9.375 17.103  -0.23
C 8.387 8.153 17.053  -0.86
N 10.294 11.702 18.305  -0.63
H 12.996 9.527 17.663  0.34
H 12.505 10.590 19.085  0.45
H 13.215 11.392 17.783  0.25
H 11.045 10.890 16.481  -1.06
H 10.408 8.965 18.719  0.51
H 11.028 8.575 17.065  0.13
H 7.357 8.403 16.784  0.24
H 8.389 7.627 18.020  0.33
H 8.831 7.525 16.331  0.30
H 9.349 11.472 18.039  0.15
H 10.355 11.496 19.311  0.34
C 16.490 11.001 10.606  -0.67
C 17.004 9.654 10.859  -0.42
O 16.574 9.376 12.221  -0.49
H 16.846 11.422 9.653  0.44
H 16.772 11.770 11.353  0.13
H 15.351 10.971 10.628  0.08
H 18.073 9.695 10.777  0.35
H 16.665 8.937 10.127  0.32
H 16.873 8.473 12.424  0.27
C 11.547 12.647 12.241  0.52
C 12.088 13.551 13.412  0.39
O 12.694 12.761 14.418  -0.57
H 10.785 11.991 12.668  -0.71
H 12.304 12.064 11.738  0.14
H 10.979 13.226 11.447  0.16
H 11.230 14.051 13.857  -0.01
H 12.790 14.414 13.101  -0.31
H 12.371 13.120 15.263  0.32
C 12.550 14.493 7.564  -0.88
C 12.494 13.035 7.110  -0.15
O 12.726 12.124 8.142  -0.46
H 12.729 15.224 6.736  0.39
H 13.271 14.663 8.393  0.05
H 11.602 14.749 7.987  0.30
H 13.281 12.928 6.384  0.31
H 11.503 12.895 6.637  0.20
H 12.424 12.406 9.004  0.27
C 7.185 12.163 14.707  -1.65
C 8.705 11.941 14.611  1.24
O 8.872 10.760 13.846  -0.14
H 7.020 13.011 15.363  0.38
H 6.804 11.284 15.154  0.38
H 6.759 12.384 13.764  0.40
H 9.131 11.785 15.585  -0.44
H 9.223 12.779 14.150  -0.10
H 9.780 10.435 13.989  -0.20

Computed properties:
electronic energy: -2264.36459 hartree
HOMO: -8.75 eV
maximum force: 3.31 eV/A
SMILES string: COC[C@H](C)N.COC[C@H](C)N.COC[C@H](C)N.CC(C)O.CC(C)O.CC(C)O.CC(C)O.CCO.CCO.CCO.CCO